ORCA calculation (the ωB97M-V functional and the def2-TZVPD basis) on 3 unconnected molecules or ions with the total composition C33H50NO11PS3 at a distorted geometry.

ORCA input file:
```
! RIJCOSX wB97M-V def2-TZVPD def2/J DEFGRID3
* xyz 0 1
S -2.1533 1.8289 -3.1536
S -2.7700 3.2799 -0.6933
S 0.4741 0.6520 1.0169
P 0.0584 -1.0897 0.2749
O 1.4683 -3.5064 -0.2367
O 2.6267 -5.2487 -1.1989
O 1.5804 -4.8973 7.9875
O -2.9544 4.1695 -5.8846
O 1.7586 -7.1084 8.3816
O -4.7177 5.3008 -5.0975
O -2.8781 5.0628 -3.8191
O 1.4649 -6.3716 6.2867
O -3.5351 -3.2152 -3.1587
O 2.9863 -3.0425 -1.7467
O -3.0988 -1.8429 -1.4353
N -0.2025 3.0311 -1.7289
C 1.5900 -2.0875 4.8919
C -0.0411 -3.9666 4.4030
C 2.3836 -4.0799 -1.0896
C 2.5329 -1.1871 4.4302
C -0.1159 4.5274 -1.9234
C 0.9734 5.1775 -1.0286
C -2.7766 -2.4131 -2.6653
C 1.5505 -2.0513 -0.3065
C 1.4985 -8.2637 7.5839
C -1.4573 -2.0424 -3.3128
C -0.6328 7.0769 -0.3112
C 1.0783 -2.3476 -2.9492
C 1.0074 -2.9483 3.9966
C 2.0204 -1.9409 -1.7753
C -2.5099 2.4008 0.8826
C 0.3972 6.0070 0.1266
C 2.6905 -1.7749 0.7356
C -4.0182 3.9477 -6.8107
C 0.6699 2.4522 -2.7622
C -1.6086 3.1956 1.8371
C -3.4593 4.8652 -4.8333
C 2.3474 0.6707 -1.9960
C -4.9778 5.0665 -6.4815
C -0.3412 -2.8899 -2.6108
C 2.2753 -1.9545 2.1866
C 2.8772 -1.1149 3.1185
C -1.3829 2.4298 3.1687
C 1.6000 -6.0150 7.5928
C 1.3682 -2.8638 2.6620
C 2.9167 -0.7592 -2.2089
C 0.9662 0.9252 -2.6113
C 1.7693 -7.7646 6.1849
C -1.5471 2.6863 -1.9035
H 0.4588 -8.5651 7.7274
H 3.1400 -0.8715 -3.2761
H 0.3938 -4.8908 4.8039
H -2.1633 2.6103 3.9119
H 2.9739 -0.5308 5.1765
H -3.5012 2.3561 1.3558
H -0.4267 -3.8835 -3.0664
H 3.0095 -0.7354 0.5951
H -1.0869 5.0155 -1.8471
H 0.9547 -1.5341 -3.6678
H 0.9418 0.5470 -3.6407
H 1.2918 -2.1274 5.9350
H -3.6553 3.9904 -7.8352
H -2.0702 4.1587 2.0922
H 1.6385 5.7632 -1.6758
H -0.6706 7.1647 -1.4015
H 0.2122 4.6793 -2.9605
H -3.0603 -2.5559 -0.7844
H 0.8841 -3.5664 1.9881
H 2.8156 -7.8761 5.8939
H -0.6652 3.4314 1.3355
H -1.5177 -2.4299 -4.3318
H 3.6245 -0.3993 2.7859
H -2.1887 1.3653 0.7561
H -4.7642 5.9801 -7.0406
H -1.2386 -0.9709 -3.2938
H -0.8349 -0.9994 -0.8171
H -0.7793 -3.5363 5.0873
H 0.3409 2.6729 -3.7847
H -1.6352 6.7484 -0.0040
H 1.5787 4.3541 -0.6266
H 1.6026 -3.1276 -3.5080
H -0.4746 8.0413 0.1767
H 2.1481 -9.0872 7.8712
H -0.6359 -1.8454 1.2479
H -0.3868 2.6791 3.5446
H 3.5610 -2.4040 0.5259
H -1.3897 1.3584 2.9334
H -4.4465 2.9603 -6.6265
H -0.6030 -4.1950 3.4868
H 0.1300 0.5157 -2.0394
H 1.2266 6.5313 0.6212
H 2.4249 0.9246 -0.9349
H -0.5647 -3.0279 -1.5513
H -0.0213 5.3213 0.8682
H 3.8659 -0.8139 -1.6647
H 1.6472 2.9413 -2.6414
H 3.0408 1.3504 -2.5142
H 1.1415 -8.2441 5.4373
H -6.0181 4.7908 -6.6386
*
```

LUMO energy, eV: 0.3
SMILES: CCCCN(CCCC[C@@]1(CCCC(=O)O)OC(=O)O[C@]1(Cc1cccc(C)c1)[PH2]=S)C(=S)SCCC.O=C1OCCO1.O=C1OCCO1
HOMO level, eV: -7.7796

ORCA calculation (the ωB97M-V functional and the def2-TZVPD basis) on 6 unconnected molecules or ions with the total composition C5H22NO5 at a distorted geometry.

ORCA input file:
```
! RIJCOSX wB97M-V def2-TZVPD def2/J DEFGRID3
* xyz 1 1
O -2.1704 0.9364 -3.4145
O 1.1689 2.3759 -3.4606
O 2.0184 -0.6575 0.7424
O 1.6223 2.0004 2.8394
O 1.6039 3.2378 -1.1018
N 0.2827 0.5357 -1.4897
C -1.9071 -1.8419 0.7634
C -0.9239 -0.8008 0.2514
C -0.7872 -0.4805 -1.0685
C -0.3017 -3.0932 2.2233
C -1.5394 -2.0901 2.2267
H 1.4950 -0.9245 1.4875
H -2.9165 0.6586 -3.9497
H -0.5392 -0.3396 1.1078
H 0.8009 0.2689 -2.2970
H -2.2762 -2.4425 2.9435
H 1.5961 2.8171 -2.6718
H 0.7236 2.9748 -3.9419
H 1.1425 2.7733 3.2175
H -0.2262 1.4073 -1.7369
H -2.9087 -1.5156 0.5704
H -1.2475 1.0915 -3.7190
H -1.1761 -0.8589 -2.1032
H -1.3439 -1.1626 2.7861
H -2.0557 -2.8099 0.2309
H 2.9191 -0.8972 0.9715
H 2.5079 3.5469 -0.9690
H 1.8946 1.7208 3.7103
H 0.9714 0.6483 -0.7110
H -0.6570 -4.0743 2.6431
H 0.2876 -3.1938 1.2533
H 1.5648 2.8289 -0.2193
H 0.3770 -2.6398 2.8853
*
```

LUMO energy, eV: -2.8
ΔE to the lowest compared entry with this formula, charge and spin, kcal/mol: 89.76
HOMO level, eV: -13.3409

ORCA calculation (the ωB97M-V functional and the def2-TZVPD basis) on a gas-phase ion, C8H16N3O3 (charge +1) at a distorted geometry.

ORCA input file:
```
! RIJCOSX wB97M-V def2-TZVPD def2/J DEFGRID3
* xyz 1 1
O -1.0988 -1.2175 -2.1570
O 0.8636 2.5827 -2.1796
O 2.0235 2.1317 -1.6495
N -0.5036 2.5899 1.8811
N 0.6527 0.5261 1.6447
N 0.1867 2.7190 0.7163
C -0.2385 1.3134 2.4596
C 0.1120 -2.2708 -0.1651
C -1.8978 -0.0598 -2.5569
C 1.8089 1.0612 -0.7116
C 0.1323 -1.9915 1.4339
C 1.1850 -0.8516 1.8598
C 0.8734 1.4733 0.5378
C -1.1644 -1.4321 -0.7344
H -1.9443 0.7502 -1.7346
H -0.9428 -1.7416 1.7574
H 1.2166 0.2328 -1.2685
H 1.3620 -0.9793 2.9884
H 0.4096 1.8897 -2.7174
H -1.1046 3.3576 2.2074
H -1.3407 0.4166 -3.4504
H 2.1324 -0.9988 1.2359
H -0.0125 -3.3860 -0.3615
H 2.7897 0.5585 -0.3666
H -0.7270 1.0173 3.4404
H -2.1000 -1.9991 -0.3884
H 1.0671 -1.9372 -0.6977
H 0.3868 -2.9960 1.9243
H -2.9833 -0.3251 -2.8005
H -1.1441 -0.4337 -0.1472
*
```

LUMO energy, eV: -4.1
SMILES: COCCCCn1c[nH+]nc1COO
ΔE to the lowest compared entry with this formula, charge and spin, kcal/mol: 127.14
HOMO level, eV: -13.1787

ORCA calculation (the ωB97M-V functional and the def2-TZVPD basis) on 10 unconnected molecules or ions with the total composition C50H50N10 at a distorted geometry.

ORCA input file:
```
! RIJCOSX wB97M-V def2-TZVPD def2/J DEFGRID3
* xyz 1 2
N -2.0639 -1.3635 2.2523
N -3.7432 2.7185 4.7410
N 1.9737 -0.6826 -0.9226
N -0.0120 5.2637 3.5191
N -2.0294 -0.9772 -4.0453
N -3.3628 4.1390 -0.9947
N 3.5326 1.5425 -4.5721
N 6.5731 -4.1355 -0.2729
N 0.3646 0.8031 4.7746
N 0.1667 -4.5965 0.3445
C 2.1167 0.4812 -0.1997
C 4.1661 -4.0275 -0.8961
C 1.0976 0.4820 3.6564
C -3.8614 -2.8291 3.0421
C -2.8502 -0.9618 -5.1134
C 5.6019 -5.5681 -2.0829
C -3.5353 -0.5893 3.9861
C -2.3525 -0.8997 -6.4745
C 0.1833 4.6252 1.1261
C 4.3229 2.2472 -5.3768
C -5.0168 2.0789 -2.2011
C -5.6949 2.6367 3.3067
C 1.5448 4.4789 1.2402
C 2.3239 1.8717 5.6922
C -4.6757 4.3300 -1.2731
C -4.8899 2.5515 2.1725
C -0.9996 -0.5516 -6.7131
C -3.5322 2.6951 2.3567
C -3.0099 2.7609 3.6392
C -5.0959 2.6981 4.5647
C 1.2664 5.0990 3.5954
C 5.4068 0.3323 -3.8237
C 2.4307 0.9240 3.5488
C -0.1568 -0.4827 -5.5890
C -0.5526 5.0051 2.2573
C -0.8219 -7.1310 -0.3485
C 0.4493 -7.0049 0.1827
C 0.8627 -5.7465 0.4961
C 6.6197 -5.1341 -1.1685
C 4.0837 0.6669 -3.8002
C -4.2875 -1.7927 3.8874
C -5.5019 3.3996 -1.9143
C -0.6729 -0.6864 -4.3124
C -2.7486 -2.5690 2.2763
C -2.4497 -0.3920 3.1390
C 0.7232 -1.2832 -0.9053
C 5.3202 -3.6018 -0.1323
C 2.1082 4.8399 2.4907
C -0.1659 0.5101 0.3649
C -0.9948 -4.6571 -0.2643
C 5.6985 2.1357 -5.4440
C 1.0087 1.4520 5.7839
C 1.0573 1.0648 0.4690
C -1.5374 -5.9636 -0.5953
C 6.2606 1.1368 -4.6246
C -2.8793 2.9222 -1.3898
C 4.3406 -4.9773 -1.9206
C -0.3942 -0.6881 -0.2790
C 3.1128 1.5960 4.5931
C -3.6637 1.8923 -1.8475
H 1.1813 1.9282 1.1057
H 6.3059 2.7837 -6.0585
H 4.1419 1.8766 4.4237
H -1.9411 2.6885 3.7771
H -2.4578 -3.2947 1.5312
H -6.7713 2.5489 3.3035
H -5.6242 1.2692 -2.5777
H -0.1499 4.3686 0.1314
H 5.8488 -6.2412 -2.8906
H 5.3190 -2.7284 0.5030
H 2.0692 4.0592 0.3945
H 3.2266 -3.4988 -0.8309
H -6.5354 3.6987 -2.0078
H -4.9726 5.3291 -0.9904
H -1.5546 -3.7726 -0.5300
H -3.7958 0.1511 4.7280
H -2.4139 -6.1618 -1.1943
H 3.7789 2.9793 -5.9551
H 3.1849 4.8777 2.5669
H 0.9015 -0.3392 -5.7495
H 7.3376 1.0605 -4.6538
H -1.3144 -1.2443 -0.3801
H 3.1339 0.8441 -0.1921
H -1.0570 0.9305 0.8073
H -3.2344 0.9172 -2.0242
H 5.6101 -0.5550 -3.2425
H -0.6621 -0.2218 -7.6846
H 7.6635 -5.4011 -1.2425
H 2.5630 2.4661 6.5616
H -1.1126 -8.1437 -0.5858
H 1.5516 5.3273 4.6118
H -1.8397 2.7202 -1.1783
H 0.5063 1.6722 6.7142
H 0.0033 -0.7718 -3.4747
H -1.8607 0.5092 3.2247
H -2.9508 2.8781 1.4652
H -3.0880 -0.9707 -7.2621
H 0.5834 -2.2345 -1.3969
H -5.3008 2.5773 1.1741
H 3.0152 0.7058 2.6673
H -5.1559 -1.8110 4.5292
H -3.9046 -1.1064 -4.9295
H -4.3517 -3.7702 2.8416
H 1.8621 -5.4906 0.8156
H 0.5119 -0.0940 2.9554
H 3.4246 -0.0142 -3.2825
H 3.4520 -5.3301 -2.4231
H 1.0183 -7.9214 0.2321
H -1.6314 5.0175 2.2091
H -5.6785 2.8449 5.4621
*
```

LUMO energy (spin up / spin down), eV: -4.7 / -8.8
ΔE to the lowest compared entry with this formula, charge and spin, kcal/mol: 3.58
HOMO level (spin up / spin down), eV: -10.5982 / -10.5976

ORCA calculation (the ωB97M-V functional and the def2-TZVPD basis) on a single C7H11N molecule at a distorted geometry.

ORCA input file:
```
! RIJCOSX wB97M-V def2-TZVPD def2/J DEFGRID3
* xyz 0 1
N -0.3916 0.0988 -0.9646
C -0.0219 1.3342 -1.6658
C 0.4858 0.4739 0.1389
C -1.0233 -1.2130 0.7699
C 1.3580 -1.3499 1.7236
C -1.6650 -0.2637 -0.2936
C 1.3549 1.2005 -0.8670
C 0.4156 -0.7802 1.0027
H -0.1191 1.3150 -2.8000
H 1.9944 0.5332 -1.4579
H 1.9695 2.1267 -0.6056
H 0.0656 1.3173 0.8495
H 1.0941 -2.3105 2.2315
H -2.1519 0.4961 0.1858
H -1.5860 -1.1916 1.6651
H -2.3838 -0.8296 -0.8626
H -1.1761 -2.2649 0.4249
H 2.3649 -0.9135 1.9467
H -0.5841 2.2213 -1.4214
*
```

LUMO energy, eV: 1.2
SMILES: C=C1CCN2CC[C@H]12
ΔE to the lowest compared entry with this formula, charge and spin, kcal/mol: 73.85
HOMO level, eV: -9.0002

ORCA calculation (the ωB97M-V functional and the def2-TZVPD basis) on a molecular structure, C22H20BCaF5N8S.

ORCA input file:
```
! RIJCOSX wB97M-V def2-TZVPD def2/J DEFGRID3
* xyz 1 2
Ca 0.4237 -0.5168 -1.4038
S 1.6974 -3.2052 -2.0420
F 6.5473 -4.6269 -2.0629
F 2.9895 -0.5142 -1.9950
F 3.9050 -5.1459 -2.0821
F 5.6478 -0.0148 -1.9808
F 7.3972 -2.0588 -2.0095
N -1.3691 0.8956 -1.8682
N 1.1061 1.2242 0.0121
N -2.4714 1.1483 3.0086
N -2.0275 1.0514 -0.6864
N -1.4852 -0.7992 0.9427
N -2.2717 1.5377 1.7243
N -1.1692 -1.6606 -0.0795
N 0.0490 1.2975 0.8847
C -3.3176 2.1085 5.1006
C 3.3540 -2.8562 -2.0325
C 5.2001 -1.2587 -1.9984
C -1.8440 1.0604 -4.2778
C 2.1157 1.8931 0.5683
C -3.4990 1.4269 -2.2993
C 4.3151 -3.8965 -2.0560
C -1.9662 -1.5042 1.9828
C -1.9762 -2.8407 1.6442
C 6.1143 -2.3219 -2.0172
C -2.9399 2.1939 3.6618
C -2.5538 2.8659 1.6003
C 1.7326 2.4092 1.8050
C 5.6717 -3.6405 -2.0456
C -3.3160 1.3503 -0.9358
C -2.9868 3.3255 2.8118
C 3.8630 -1.5406 -2.0041
C -1.4655 -2.8887 0.3469
C -2.2467 1.1320 -2.8420
C -1.2520 -4.0868 -0.5148
C 0.4261 2.0055 1.9670
C 3.4406 2.0116 -0.1082
B -1.4407 0.7498 0.7298
H -4.0081 1.4947 -0.1251
H -2.4330 2.0358 5.7342
H 2.3266 3.0001 2.4794
H -3.3141 4.3222 3.0514
H -1.3416 -3.8353 -1.5723
H -3.9374 1.2326 5.2874
H -4.4046 1.6660 -2.8278
H -0.9996 1.7193 -4.4831
H 3.3287 2.1999 -1.1757
H -2.2812 -0.9840 2.8693
H -1.9952 -4.8496 -0.2897
H -0.2715 -4.5350 -0.3408
H 4.0301 1.1019 0.0215
H -2.4186 3.3802 0.6632
H -2.3174 -3.6651 2.2450
H -0.2618 2.1731 2.7779
H -1.5674 0.0437 -4.5667
H -2.6683 1.3640 -4.9189
H -3.8748 2.9943 5.3992
H 4.0113 2.8315 0.3225
*
```

LUMO energy (spin up / spin down), eV: -3.0 / -6.5
ΔE to the lowest compared entry with this formula, charge and spin, kcal/mol: 0.00
HOMO level (spin up / spin down), eV: -11.3655 / -11.3656

What did the third record say?
ORCA calculation (the ωB97M-V functional and the def2-TZVPD basis) on a gas-phase ion, C8H16N3O3 (charge +1) at a distorted geometry.

ORCA input file:
```
! RIJCOSX wB97M-V def2-TZVPD def2/J DEFGRID3
* xyz 1 1
O -1.0988 -1.2175 -2.1570
O 0.8636 2.5827 -2.1796
O 2.0235 2.1317 -1.6495
N -0.5036 2.5899 1.8811
N 0.6527 0.5261 1.6447
N 0.1867 2.7190 0.7163
C -0.2385 1.3134 2.4596
C 0.1120 -2.2708 -0.1651
C -1.8978 -0.0598 -2.5569
C 1.8089 1.0612 -0.7116
C 0.1323 -1.9915 1.4339
C 1.1850 -0.8516 1.8598
C 0.8734 1.4733 0.5378
C -1.1644 -1.4321 -0.7344
H -1.9443 0.7502 -1.7346
H -0.9428 -1.7416 1.7574
H 1.2166 0.2328 -1.2685
H 1.3620 -0.9793 2.9884
H 0.4096 1.8897 -2.7174
H -1.1046 3.3576 2.2074
H -1.3407 0.4166 -3.4504
H 2.1324 -0.9988 1.2359
H -0.0125 -3.3860 -0.3615
H 2.7897 0.5585 -0.3666
H -0.7270 1.0173 3.4404
H -2.1000 -1.9991 -0.3884
H 1.0671 -1.9372 -0.6977
H 0.3868 -2.9960 1.9243
H -2.9833 -0.3251 -2.8005
H -1.1441 -0.4337 -0.1472
*
```

LUMO energy, eV: -4.1
SMILES: COCCCCn1c[nH+]nc1COO
ΔE to the lowest compared entry with this formula, charge and spin, kcal/mol: 127.14
HOMO level, eV: -13.1787